Record 1
The following is a DFT calculation (ωB97M-V/def2-TZVPD) of one molecule with the formula C4H7NO in a non-equilibrium geometry.

```
13
Properties=species:S:1:pos:R:3:lowdin_charge:R:1
C -0.958 0.061 -1.312 -0.048
C 0.178 0.493 -0.383 -0.250
C 0.580 -0.777 0.637 -0.109
N 1.297 -0.364 -0.562 0.041
C -0.065 0.862 1.174 -0.348
O 0.676 1.350 2.018 -0.028
H -0.841 0.499 -2.317 0.088
H -0.967 -1.033 -1.471 0.087
H -1.923 0.392 -0.929 0.074
H 1.248 -0.889 1.488 0.137
H -0.197 -1.523 0.564 0.111
H 2.132 0.108 -0.230 0.116
H -1.160 0.822 1.322 0.128
```

Output
Relative energy (zero: lowest compared OMol25 entry of this formula, charge and spin), kJ/mol: 416.9
E_HOMO, eV: -9.2
Orbital gap, eV: 9.97


Record 2
The following is a DFT calculation (ωB97M-V/def2-TZVPD) of one molecule with the formula C4H7NO in a non-equilibrium geometry.

```
13
Properties=species:S:1:pos:R:3:lowdin_charge:R:1
C -2.328 0.005 0.234 -0.198
C -0.462 0.007 0.058 -0.545
C 0.490 -1.234 -0.140 -0.025
C 0.481 1.207 -0.247 0.005
N -1.452 0.022 1.161 0.151
O -1.548 0.002 -0.871 -0.001
H -3.383 0.245 0.260 0.132
H 1.252 -1.373 0.686 0.103
H 1.076 -1.025 -0.987 0.031
H 0.122 -2.278 -0.407 0.101
H 1.086 0.892 -1.128 0.094
H 1.040 1.382 0.616 0.064
H -0.230 1.994 -0.489 0.088
```

Output
Relative energy (zero: lowest compared OMol25 entry of this formula, charge and spin), kJ/mol: 247.3
E_HOMO, eV: -10.3
Orbital gap, eV: 11.33


Record 3
The following is a DFT calculation (ωB97M-V/def2-TZVPD) of one molecule with the formula C4H7NO.

```
13
Properties=species:S:1:pos:R:3:lowdin_charge:R:1
O -2.654 -0.689 0.930 0.050
C -1.469 -0.574 0.728 -0.251
C -0.784 0.766 0.553 -0.158
N 0.495 0.815 -0.130 -0.128
C 0.761 -0.009 -1.290 -0.142
C 1.500 -0.222 -0.016 -0.150
H -0.816 -1.471 0.690 0.115
H -0.666 1.196 1.561 0.133
H -1.472 1.428 0.018 0.129
H 1.248 0.511 -2.113 0.100
H 0.033 -0.769 -1.590 0.108
H 1.310 -1.140 0.542 0.094
H 2.512 0.158 0.118 0.100
```

Output
Relative energy (zero: lowest compared OMol25 entry of this formula, charge and spin), kJ/mol: 248.9
E_HOMO, eV: -9.1
Orbital gap, eV: 10.14


Record 4
The following is a DFT calculation (ωB97M-V/def2-TZVPD) of one molecule with the formula C4H7NO in a non-equilibrium geometry.

```
13
Properties=species:S:1:pos:R:3:lowdin_charge:R:1
C -0.484 -0.711 0.982 -0.327
O 0.764 -0.204 1.245 -0.164
C 0.943 0.900 0.224 -0.112
C 0.378 0.083 -0.964 -0.300
N -0.713 0.164 -1.582 0.049
C -0.913 -0.079 -0.202 -0.325
H -1.195 -0.690 1.885 0.133
H -0.566 -2.005 0.923 0.174
H 0.639 1.957 0.469 0.124
H 2.137 0.903 0.479 0.154
H 0.822 -1.058 -0.731 0.207
H -1.019 -0.761 -2.133 0.196
H -1.487 0.987 -0.021 0.189
```

Output
Relative energy (zero: lowest compared OMol25 entry of this formula, charge and spin), kJ/mol: 839.7
E_HOMO, eV: -8.8
Orbital gap, eV: 9.74


Record 5
The following is a DFT calculation (ωB97M-V/def2-TZVPD) of a 2-piece molecular cluster, C4H7NO overall in a non-equilibrium geometry.

```
13
Properties=species:S:1:pos:R:3:lowdin_charge:R:1
C -0.512 -0.544 -1.003 -0.219
C -1.645 -0.198 -0.116 -0.193
N -1.746 -0.002 -1.560 -0.026
H 0.372 0.091 -1.002 0.080
H -0.320 -1.589 -1.236 0.098
H -1.563 0.675 0.530 0.089
H -2.265 -1.001 0.275 0.096
H -1.605 0.980 -1.783 0.087
C 2.176 -0.110 1.092 0.006
C 1.359 0.912 1.204 -0.291
O 0.651 1.836 1.303 0.152
H 1.842 -1.030 0.628 0.059
H 3.179 -0.006 1.484 0.062
```

Output
Relative energy (zero: lowest compared OMol25 entry of this formula, charge and spin), kJ/mol: 289.7
E_HOMO, eV: -9.5
Orbital gap, eV: 10.38


Record 6
The following is a DFT calculation (ωB97M-V/def2-TZVPD) of a 2-piece molecular cluster, C4H7NO overall in a non-equilibrium geometry.

```
13
Properties=species:S:1:pos:R:3:lowdin_charge:R:1
H -3.133 0.274 -0.743 0.067
N -2.184 0.612 -0.690 0.130
C -1.354 -0.172 -0.182 -0.526
O -1.151 -1.351 0.363 0.099
C 0.030 -0.220 0.110 -0.260
C 1.359 -0.705 -0.281 -0.055
C 1.104 -0.124 1.105 -0.054
H 1.367 -1.777 -0.432 0.115
H 2.019 -0.134 -0.934 0.113
H 1.603 0.817 1.336 0.113
H 0.931 -0.779 1.948 0.115
H -0.665 1.770 -0.873 0.065
H 0.074 1.790 -0.727 0.077
```

Output
Relative energy (zero: lowest compared OMol25 entry of this formula, charge and spin), kJ/mol: 485.4
E_HOMO, eV: -10.4
Orbital gap, eV: 11.44


Record 7
The following is a DFT calculation (ωB97M-V/def2-TZVPD) of one molecule with the formula C4H7NO.

```
13
Properties=species:S:1:pos:R:3:lowdin_charge:R:1
O 2.646 -1.671 -0.196 0.011
C 1.718 -0.949 -0.505 -0.359
N 1.142 -0.040 0.331 0.049
C -0.022 0.735 0.031 -0.317
C -1.259 0.472 0.845 -0.106
C -1.205 0.043 -0.591 -0.113
H 1.238 -0.958 -1.505 0.138
H 1.535 0.007 1.262 0.150
H 0.164 1.765 -0.272 0.138
H -1.176 -0.303 1.602 0.106
H -1.884 1.317 1.118 0.099
H -1.784 0.600 -1.321 0.102
H -1.112 -1.018 -0.800 0.102
```

Output
Relative energy (zero: lowest compared OMol25 entry of this formula, charge and spin), kJ/mol: 120.8
E_HOMO, eV: -9.7
Orbital gap, eV: 10.79


Record 8
The following is a DFT calculation (ωB97M-V/def2-TZVPD) of C4H7NO as an isolated structure.

```
13
Properties=species:S:1:pos:R:3:lowdin_charge:R:1
C -0.661 -1.627 -0.604 0.021
C -0.954 -0.337 -0.160 -0.495
N -0.723 -0.119 1.135 0.075
C 0.351 0.674 1.056 -0.197
C 0.259 1.529 -0.193 -0.159
O -0.577 0.683 -1.000 -0.036
H -0.937 -2.459 0.037 0.085
H 0.755 -1.216 -0.205 0.130
H -0.577 -1.819 -1.670 0.081
H 0.877 0.999 1.951 0.116
H 1.225 -0.500 0.364 0.137
H 1.206 1.703 -0.705 0.120
H -0.244 2.487 -0.005 0.121
```

Output
Relative energy (zero: lowest compared OMol25 entry of this formula, charge and spin), kJ/mol: 472.9
E_HOMO, eV: -9.0
Orbital gap, eV: 9.97